The following is a quantum chemistry calculation of C7H8INO in the gas phase at a distorted geometry, from the OMol25 dataset.

```
18
C7H8INO, DFT wB97M-V/def2-TZVPD
C -0.585 1.970 -2.040
C 0.642 1.539 -1.657
C -1.696 1.316 -1.510
C 0.846 0.621 -0.648
C -1.555 0.327 -0.595
C -0.246 0.067 -0.027
C 1.060 -1.738 2.708
N -0.143 -0.986 0.926
O 1.042 -0.919 1.532
I -0.158 -3.033 -0.178
H -0.637 2.682 -2.872
H 1.552 1.997 -2.016
H -2.742 1.492 -1.823
H 1.831 0.472 -0.351
H -2.410 -0.216 -0.342
H 2.160 -1.757 2.997
H 0.507 -2.664 2.462
H 0.532 -1.173 3.435
```

Properties
SMILES string: CON(I)c1ccccc1
Largest force on an atom in Eh/bohr: 0.0596
E in eV: -19023.729
Gap between HOMO and LUMO (spin up / spin down) in eV: 7.31 / 7.31
Net charge: 0
Energy relative to the best compared isomer or geometry (same formula, charge and spin) in kcal per mole: 0.0

The following is a quantum chemistry calculation of C7H8N2O as an isolated structure at a distorted geometry, from the OMol25 dataset.

```
18
C7H8N2O, DFT wB97M-V/def2-TZVPD
C -1.818 -1.501 -2.684
C -0.890 -1.269 -1.470
C 0.006 0.454 0.151
C 0.285 1.825 0.169
C 1.035 2.235 1.162
C 1.213 0.240 2.175
C 0.494 -0.439 1.131
H -2.104 -2.728 -2.625
H -2.671 -1.169 -2.452
H -1.271 -1.256 -3.501
H -1.104 0.452 -1.737
H -0.045 2.655 -0.748
H 1.281 3.226 1.421
H 1.580 -0.336 2.922
H 0.239 -1.746 1.263
N -0.775 -0.121 -0.954
N 1.433 1.507 2.248
O -0.308 -2.259 -0.925
```

Properties
Largest force on an atom in Eh/bohr: 0.1816
E in eV: -12412.880
Gap between HOMO and LUMO in eV: 9.89
Net charge: 0
Energy relative to the best compared isomer or geometry (same formula, charge and spin) in kcal per mole: 81.1

The following is a quantum chemistry calculation of C7H8N2O in the gas phase at a distorted geometry, from the OMol25 dataset.

```
18
C7H8N2O, DFT wB97M-V/def2-TZVPD
C 3.480 -0.098 0.070
C 2.643 1.015 0.337
C 1.565 -0.814 -0.283
C 0.290 -1.394 -0.534
C -0.694 -0.589 -0.088
C -0.034 0.748 0.356
C -2.138 -0.763 0.029
N 2.851 -1.166 -0.379
N 1.397 0.447 0.205
O -0.540 1.986 -0.106
H 4.509 -0.050 0.108
H 2.782 2.064 0.612
H 0.157 -2.386 -0.976
H -0.310 0.705 1.455
H -2.561 -1.588 0.608
H -2.593 -0.861 -0.960
H -2.528 0.176 0.430
H -0.512 2.142 -1.072
```

Properties
SMILES string: CC1=Cc2nccn2[C@H]1O
Largest force on an atom in Eh/bohr: 0.0701
E in eV: -12415.106
Gap between HOMO and LUMO in eV: 8.25
Net charge: 0
Energy relative to the best compared isomer or geometry (same formula, charge and spin) in kcal per mole: 29.8

The following is a quantum chemistry calculation of C7H8N2O in the gas phase at a distorted geometry, from the OMol25 dataset.

```
18
C7H8N2O, DFT wB97M-V/def2-TZVPD
C 3.286 0.298 0.382
C 1.824 0.473 0.656
C -0.294 -0.092 -0.434
C -1.001 -0.628 0.630
C -2.346 -0.740 0.585
C -3.065 -0.198 -0.493
C -2.331 0.297 -1.497
H 3.615 -0.812 0.331
H 3.571 1.178 -0.362
H 3.907 0.819 1.333
H 1.444 -0.292 -1.116
H -0.424 -1.044 1.722
H -2.908 -1.161 1.325
H -4.073 -0.088 -0.447
H -2.598 0.714 -2.248
N 1.102 0.041 -0.444
N -1.007 0.394 -1.563
O 1.296 0.843 1.641
```

Properties
SMILES string: CC(=O)Nc1ccccn1
Largest force on an atom in Eh/bohr: 0.3013
E in eV: -12412.695
Gap between HOMO and LUMO in eV: 10.01
Net charge: 0
Energy relative to the best compared isomer or geometry (same formula, charge and spin) in kcal per mole: 85.4

The following is a quantum chemistry calculation of C7H8N2O2 in the gas phase at a distorted geometry, from the OMol25 dataset.

```
19
C7H8N2O2, DFT wB97M-V/def2-TZVPD
C -2.694 -1.491 -0.326
C -1.388 -1.233 0.076
C -0.803 -0.152 -0.487
C -0.859 -2.164 1.160
C 1.284 1.023 -1.020
C 0.601 1.821 0.104
C 0.488 0.325 -0.023
N -3.805 -1.619 -0.625
N -1.872 -2.856 1.720
O 0.327 -2.176 1.461
O -1.533 0.461 -1.402
H 0.824 1.187 -2.027
H 2.356 1.090 -1.082
H 1.077 2.181 1.091
H -0.081 2.619 -0.111
H 0.971 -0.324 0.652
H -2.814 -2.745 1.277
H -1.618 -3.768 2.174
H -1.122 1.362 -1.646
```

Properties
⟨S²⟩: 2.018
Largest force on an atom in Eh/bohr: 0.1351
E in eV: -14458.447
Gap between HOMO and LUMO (spin up / spin down) in eV: 6.18 / 7.39
Net charge: 0
Energy relative to the best compared isomer or geometry (same formula, charge and spin) in kcal per mole: 7.4
Spin multiplicity: 3

The following is a quantum chemistry calculation of C7H8N2O3 in the gas phase at a distorted geometry, from the OMol25 dataset.

```
20
C7H8N2O3, DFT wB97M-V/def2-TZVPD
C 2.096 0.808 -0.217
C 2.040 0.344 1.162
C 1.009 1.184 -0.922
C 0.867 0.384 1.787
C -0.387 1.334 -0.310
C -0.382 0.681 1.076
C -1.953 -1.352 -0.912
N -1.400 -0.026 1.415
N -1.109 -0.504 -1.368
O -1.310 0.879 -1.200
O 0.032 -0.909 -1.817
O -1.671 -2.664 -0.992
H 3.069 0.803 -0.670
H 2.878 0.011 1.661
H 0.967 1.290 -1.950
H 0.647 -0.131 2.801
H -0.481 2.390 -0.166
H -2.866 -1.287 -0.375
H -1.317 -0.449 2.315
H -0.728 -2.785 -1.319
```

Properties
SMILES string: [H]/N=C1\C=CC=C[C@H]1O/[N+]([O-])=C/O
Largest force on an atom in Eh/bohr: 0.0811
E in eV: -16505.365
Gap between HOMO and LUMO in eV: 8.48
Net charge: 0
Energy relative to the best compared isomer or geometry (same formula, charge and spin) in kcal per mole: 144.6

Q: Which formula does entry 1 have?
A: C7H8INO

Q: Look up the largest force on an atom of the second one.
A: 0.1816 Eh/bohr

Q: Number 4 is which compound?
A: C7H8N2O